[1]
Below is a 7-piece molecular cluster, C56H72N3O13P overall, with properties calculated with ωB97M-V with the def2-TZVPD basis set.

```
145
Properties=species:S:1:pos:R:3:forces:R:3:lowdin_charge:R:1
C -3.620 2.420 -13.141 -0.5032 -0.4979 0.4828 -0.1203
C -4.543 2.417 -11.860 0.9844 0.5749 -0.0334 -0.2546
C -3.973 3.378 -10.755 -0.7556 -0.0264 -0.2495 -0.2294
C -4.487 3.053 -9.311 0.3157 0.1623 -0.5333 -0.2206
C -3.783 1.818 -8.642 -0.1788 0.5211 -0.2142 -0.1935
C -2.805 2.223 -7.467 -0.0806 -0.8432 -0.7879 -0.2045
C -3.036 1.342 -6.198 -0.4481 1.3834 0.3747 -0.2059
C -2.230 1.841 -4.939 0.1762 -1.1396 0.5122 -0.1958
C -1.116 0.808 -4.482 0.0494 1.0353 -0.2455 -0.1982
C -0.808 0.897 -2.947 -0.7839 -0.3822 -0.2805 -0.1915
C -0.438 -0.475 -2.279 0.4907 0.4701 0.6887 -0.1940
C 1.082 -0.833 -2.328 -0.1029 0.1948 -0.9184 -0.2075
C 2.008 0.163 -1.561 -0.0054 -0.3575 0.4280 -0.1963
C 2.185 -0.160 -0.035 0.1343 0.0826 -0.4217 -0.1973
C 3.424 -1.058 0.306 -0.4077 -0.4937 0.6348 -0.2414
C 4.533 -0.337 1.134 0.3132 0.1608 0.0602 -0.3082
P 6.107 -1.394 1.334 -0.3186 1.4430 0.3783 0.8456
C 5.249 -2.560 2.632 0.8867 -0.3989 0.6280 -0.3767
O 5.292 -3.939 2.186 0.0978 0.1581 0.2587 -0.2952
C 6.568 -4.489 2.505 0.2919 -0.3745 -0.3120 -0.1396
C 7.126 -0.208 0.197 0.5607 -0.2562 0.4262 -0.3077
C 8.531 -0.769 -0.199 0.2266 0.9762 -0.7331 -0.7226
N 9.192 0.216 -1.096 0.1204 -0.4937 0.0100 0.0415
N 9.395 -0.894 0.984 -0.4553 -0.8404 0.2607 0.0589
N 8.471 -2.014 -1.006 0.1113 0.5423 0.5680 0.0561
H -2.550 2.484 -12.855 -0.5740 -0.0560 -0.1528 0.0624
H -3.772 1.459 -13.680 0.1499 0.7183 0.0933 0.0653
H -3.852 3.264 -13.822 0.1236 -0.4611 0.4086 0.0680
H -5.552 2.769 -12.157 0.3995 -0.4859 0.3183 0.1020
H -4.592 1.395 -11.428 -0.1248 0.4928 -0.4005 0.0990
H -2.861 3.353 -10.839 -0.7075 0.1785 0.3587 0.1052
H -4.349 4.403 -10.996 0.6284 -0.5509 0.0667 0.1085
H -4.309 3.962 -8.695 -0.1926 -0.5416 -0.2194 0.0906
H -5.592 2.925 -9.384 0.7411 -0.0428 0.1616 0.0980
H -4.568 1.117 -8.291 0.5501 0.3529 -0.0167 0.1037
H -3.206 1.299 -9.441 -0.3674 0.1461 0.5669 0.1016
H -2.925 3.310 -7.253 -0.0019 -0.7774 0.1524 0.0962
H -1.773 2.098 -7.873 -0.5003 0.1280 0.5841 0.1092
H -4.118 1.462 -5.937 0.6620 -0.1920 -0.3226 0.1033
H -2.896 0.257 -6.388 0.1717 0.6988 -0.0190 0.1085
H -2.927 1.916 -4.069 0.3545 0.1303 -0.7051 0.0972
H -1.776 2.845 -5.095 -0.3576 -0.6013 -0.0159 0.1084
H -1.461 -0.199 -4.808 0.3684 0.4846 0.4677 0.1040
H -0.185 1.072 -5.030 -0.5759 -0.5793 0.1773 0.0883
H -1.729 1.274 -2.438 0.6137 -0.3318 -0.3199 0.0849
H -0.042 1.689 -2.792 -0.3260 -0.6872 0.0405 0.1045
H -1.050 -1.314 -2.686 0.4010 0.7003 0.0579 0.1146
H -0.728 -0.407 -1.203 0.1301 -0.0418 -0.6400 0.0716
H 1.220 -1.892 -2.004 0.0675 0.7244 0.0689 0.1125
H 1.404 -0.804 -3.398 -0.3009 -0.0569 0.7008 0.0772
H 3.008 0.140 -2.052 -0.5759 0.2377 0.3580 0.1096
H 1.604 1.200 -1.626 0.3036 -0.7547 -0.2506 0.0982
H 1.264 -0.678 0.320 0.5098 0.4803 -0.1246 0.0951
H 2.276 0.811 0.500 -0.1013 -0.6783 -0.0894 0.1066
H 3.049 -1.893 0.949 0.4008 0.4465 -0.5007 0.0991
H 3.822 -1.564 -0.606 -0.1524 0.5918 0.5106 0.1112
H 4.828 0.654 0.720 -0.2651 -0.7512 0.0134 0.0789
H 4.191 -0.134 2.177 -0.0047 -0.2093 -0.7250 0.0890
H 6.998 -1.003 2.401 -0.1531 -0.0668 -0.1617 0.0338
H 6.417 -2.518 0.498 -0.3122 -0.0195 0.1744 0.0358
H 4.220 -2.224 2.897 0.4366 -0.6707 -0.3814 0.0824
H 5.837 -2.526 3.599 -0.6586 0.2878 -1.2190 0.0642
H 6.720 -5.436 1.938 -0.2938 0.6832 0.2412 0.0964
H 7.390 -3.788 2.223 -0.4710 -0.4812 0.2863 0.0701
H 6.656 -4.746 3.585 -0.0732 0.3718 -0.4546 0.0886
H 7.318 0.697 0.829 -0.2860 -0.4969 -0.5914 0.0870
H 6.538 0.091 -0.698 0.6022 -0.2356 0.2990 0.0792
H 9.930 -0.308 -1.569 -0.2178 0.1811 -0.0634 0.0568
H 9.670 0.919 -0.536 -0.2919 -0.0355 0.0546 0.0629
H 8.946 -1.426 1.731 -0.0552 0.2078 -0.1047 0.0340
H 10.232 -1.434 0.758 -0.0919 0.3020 -0.2171 0.0762
H 8.655 -2.820 -0.421 -0.3585 -0.0118 -0.1339 0.0567
H 7.573 -2.082 -1.470 0.1423 -0.2640 0.0244 0.0629
O -6.867 2.790 -7.133 -0.0498 0.0165 0.0501 0.0973
C -7.164 3.948 -6.927 0.0754 -0.2149 -0.0143 -0.3885
C -8.487 4.484 -7.317 -0.1730 0.1951 -0.0279 0.0242
C -8.810 5.757 -7.092 -0.0724 -0.2384 -0.0993 0.0214
C -7.859 6.687 -6.442 -0.0541 0.2480 0.0447 -0.3897
O -8.155 7.846 -6.236 0.0183 -0.0857 -0.0160 0.1069
C -6.536 6.151 -6.053 0.1787 -0.1942 0.0144 0.0238
C -6.214 4.878 -6.277 0.0907 0.2300 0.0959 0.0215
H -9.169 3.789 -7.791 0.0364 -0.0326 0.0048 0.1225
H -9.772 6.168 -7.371 0.0156 0.0429 0.0195 0.1222
H -5.854 6.845 -5.579 -0.0362 0.0329 -0.0056 0.1229
H -5.251 4.467 -5.999 -0.0127 -0.0518 -0.0207 0.1182
O -3.148 0.418 -0.444 -0.0692 0.0244 0.1457 0.1061
C -3.143 0.506 0.767 -0.0014 -0.0203 -0.2693 -0.3741
C -4.175 1.284 1.487 -0.0918 0.0906 0.2300 0.0262
C -4.164 1.381 2.816 -0.1195 0.0686 -0.2136 0.0266
C -3.121 0.713 3.626 -0.0013 0.0011 0.1949 -0.3756
O -3.111 0.798 4.837 0.0185 0.0372 -0.0862 0.0985
C -2.089 -0.065 2.905 0.1181 -0.0968 -0.1915 0.0267
C -2.100 -0.162 1.578 0.1209 -0.0673 0.2062 0.0263
H -4.931 1.765 0.879 0.0228 -0.0193 -0.0349 0.1232
H -4.910 1.946 3.362 0.0207 -0.0199 0.0426 0.1242
H -1.334 -0.546 3.514 -0.0245 0.0150 0.0361 0.1232
H -1.354 -0.727 1.033 -0.0170 0.0069 -0.0376 0.1064
O -4.891 -0.046 8.421 0.0805 0.0042 0.0363 0.1054
C -3.786 -0.032 8.925 -0.1745 -0.0217 -0.0397 -0.3812
C -3.579 -0.439 10.333 0.0877 -0.0428 0.1490 0.0225
C -2.367 -0.422 10.885 -0.0530 0.0096 -0.0938 0.0149
C -1.177 0.002 10.114 0.1546 0.0056 0.0426 -0.3875
O -0.071 0.015 10.619 -0.0662 -0.0095 -0.0322 0.0943
C -1.383 0.409 8.706 -0.1343 0.0188 -0.1460 0.0189
C -2.595 0.392 8.152 0.2204 0.1008 -0.1287 0.0257
H -4.459 -0.747 10.883 0.0144 0.0105 0.0152 0.1129
H -2.198 -0.714 11.910 0.0082 -0.0112 -0.0258 0.0934
H -0.502 0.716 8.158 0.0166 -0.0004 0.0297 0.1194
H -2.764 0.686 7.123 -0.0476 -0.0374 0.0216 0.0912
O 1.929 0.047 -5.634 0.1321 -0.0493 -0.1096 0.0905
C 2.415 -0.721 -6.439 -0.0895 0.1487 0.1351 -0.3730
C 2.467 -2.177 -6.175 0.0557 -0.2393 -0.0489 0.0260
C 3.002 -3.019 -7.058 -0.1202 0.0332 0.2382 0.0234
C 3.564 -2.535 -8.339 0.1062 -0.1644 -0.1758 -0.3890
O 4.049 -3.303 -9.143 -0.0361 0.0558 0.0600 0.1087
C 3.512 -1.080 -8.602 -0.0671 0.2503 0.0690 0.0224
C 2.977 -0.237 -7.719 0.1045 -0.0261 -0.2272 0.0244
H 2.050 -2.513 -5.234 -0.0123 0.0466 0.0096 0.1181
H 3.050 -4.086 -6.883 0.0206 -0.0037 -0.0442 0.1229
H 3.929 -0.744 -9.543 0.0101 -0.0481 -0.0071 0.1228
H 2.929 0.830 -7.894 -0.0199 0.0040 0.0445 0.1227
O 2.403 -6.377 7.636 0.0502 0.0708 -0.0246 0.1072
C 3.039 -5.461 7.157 -0.1454 -0.2155 0.0769 -0.3895
C 3.502 -4.330 7.992 0.1208 0.2275 0.0484 0.0230
C 4.199 -3.323 7.467 -0.0948 -0.0705 0.1974 0.0239
C 4.540 -3.293 6.026 0.1184 0.2111 -0.0123 -0.3636
O 5.178 -2.371 5.553 -0.1953 -0.1679 0.6277 0.0798
C 4.077 -4.425 5.190 -0.0626 -0.1660 -0.0822 0.0305
C 3.380 -5.431 5.717 0.1147 0.1371 -0.1544 0.0314
H 3.245 -4.368 9.043 -0.0236 -0.0363 -0.0117 0.1230
H 4.545 -2.487 8.062 0.0141 0.0163 -0.0369 0.1225
H 4.333 -4.390 4.137 -0.0281 -0.0162 -0.0180 0.0937
H 3.033 -6.267 5.123 -0.0156 -0.0128 0.0293 0.1245
O -3.791 -1.007 13.405 -0.1068 -0.0403 0.2543 0.0858
C -3.778 -0.928 14.618 -0.0203 -0.0140 -0.1582 -0.3651
C -4.797 -0.140 15.346 -0.1068 0.0919 0.1811 0.0255
C -4.780 -0.051 16.675 -0.1189 0.0681 -0.2311 0.0244
C -3.744 -0.738 17.478 0.0023 0.0180 0.2675 -0.3874
O -3.731 -0.659 18.688 -0.0008 -0.0056 -0.0907 0.1124
C -2.725 -1.526 16.749 0.1109 -0.0977 -0.2256 0.0250
C -2.742 -1.615 15.420 0.1144 -0.0650 0.1820 0.0269
H -5.547 0.355 14.743 0.0240 -0.0178 -0.0361 0.1237
H -5.516 0.521 17.226 0.0225 -0.0142 0.0384 0.1237
H -1.975 -2.021 17.352 -0.0236 0.0198 0.0354 0.1240
H -2.006 -2.187 14.869 -0.0181 0.0130 -0.0340 0.1244
```
Positions in Å, forces in eV/Å.

Computed properties:
- Structure (SMILES): CCCCCCCCCCCCCCCC[PH2](COC)CC(N)(N)N.O=C1C=CC(=O)C=C1.O=C1C=CC(=O)C=C1.O=C1C=CC(=O)C=C1.O=C1C=CC(=O)C=C1.O=C1C=CC(=O)C=C1.O=C1C=CC(=O)C=C1
- Charge: 0
- HOMO level: -7.74 eV
- Electronic energy: -99605.6371 eV
- Kohn-Sham gap: 5.951 eV
- Energy above the lowest of the compared OMol25 structures with the same formula, charge and spin: 129.8 kJ/mol
- LUMO: -1.79 eV


[2]
Below is a 4-piece molecular cluster, C4H15NO3 overall, with properties calculated with ωB97M-V with the def2-TZVPD basis set.

```
23
Properties=species:S:1:pos:R:3:forces:R:3:lowdin_charge:R:1
C 4.011 -0.349 1.795 -0.7629 -0.4846 -0.9977 -0.0151
C 2.697 -0.239 1.572 1.5704 0.4156 1.1093 -0.1863
C 2.078 0.845 0.756 -0.0702 -1.2258 -2.5400 -0.2483
N 0.742 0.334 0.397 -1.1892 0.2878 -0.1762 -0.1584
C -0.317 1.286 0.067 -0.5355 -0.6871 0.0098 -0.1421
H 4.348 -1.272 2.226 0.4101 0.0161 0.6541 0.0395
H 4.744 0.293 1.320 -0.0193 0.0356 0.0685 0.0543
H 2.049 -0.930 2.115 -0.1401 0.1971 -0.5553 0.0989
H 2.643 0.976 -0.217 -0.0125 -0.1615 0.9688 0.1290
H 2.150 1.835 1.185 -0.8084 0.1329 0.5463 0.1106
H 0.724 -0.266 -0.433 1.0383 -0.0794 0.8354 0.0978
H -1.317 0.875 0.388 0.8773 0.3364 -0.2008 0.0700
H -0.372 1.361 -1.057 -0.0580 0.9981 1.0712 0.0835
H -0.133 2.182 0.674 -0.2830 0.2262 -0.7996 0.0734
O -2.540 -2.392 0.606 1.5085 -0.1417 -0.3283 -0.0622
H -3.139 -1.662 0.739 -0.7757 -0.5045 0.1354 0.0241
H -2.887 -3.288 0.631 -0.7330 0.6525 0.1671 0.0333
O -6.186 1.986 -0.407 0.0046 -0.0235 -0.0137 -0.0622
H -5.509 2.400 -0.952 -0.0266 -0.0017 0.0023 0.0309
H -6.923 1.823 -1.003 0.0326 0.0165 0.0120 0.0313
O 1.145 -1.559 -3.568 -0.1923 -0.4878 0.2121 -0.0726
H 1.476 -2.388 -3.945 -0.0540 0.3268 0.0858 0.0375
H 0.516 -1.853 -2.891 0.2190 0.1560 -0.2667 0.0332
```
Positions in Å, forces in eV/Å.

Computed properties:
- Structure (SMILES): C=CCNC.O.O.O
- Charge: 0
- HOMO level: -8.33 eV
- Electronic energy: -12021.7482 eV
- Kohn-Sham gap: 8.884 eV
- Energy above the lowest of the compared OMol25 structures with the same formula, charge and spin: 238.3 kJ/mol
- LUMO: 0.55 eV


[3]
Below is a 13-piece molecular cluster, C4H32NO14S overall, with properties calculated with ωB97M-V with the def2-TZVPD basis set.

```
52
Properties=species:S:1:pos:R:3:forces:R:3:lowdin_charge:R:1
C -2.321 1.022 -0.863 0.6372 1.0937 -0.5083 -0.0931
N -0.853 1.351 -0.976 -2.0125 -0.1215 1.3371 -0.0629
C -0.234 1.259 0.354 -0.5029 -0.7229 -0.1631 -0.3039
C 0.733 2.441 0.483 0.7949 -0.3626 0.8426 -0.4945
S 0.396 3.556 1.892 0.5336 -0.1983 0.2406 0.7041
C 0.408 -0.166 0.605 1.6042 1.5075 -1.8363 -0.5275
O 0.554 -0.833 -0.448 -0.5812 -0.8615 0.4015 -0.0604
O 0.955 -0.466 1.707 -0.4031 0.1216 -0.1739 -0.0694
H -2.659 0.674 -1.835 -0.0562 -0.4441 0.1139 0.0791
H -2.875 1.959 -0.731 0.0220 -0.2403 0.3972 0.0716
H -2.529 0.335 -0.048 -0.1414 -0.2098 -0.1509 0.0557
H -0.492 0.672 -1.619 0.5964 -0.0978 -0.0138 0.0468
H -0.969 1.274 1.176 -0.1817 0.6132 -0.5201 0.1162
H 1.733 2.046 0.602 0.3193 0.2844 0.1469 0.0333
H 0.777 3.064 -0.403 -0.4923 -0.2223 -0.2066 0.0627
H 1.499 3.230 2.615 -0.4337 0.0894 -0.2294 -0.1565
H 2.304 1.970 -2.626 0.0665 0.3620 -0.1774 0.0560
H 2.240 0.579 -2.170 -0.0348 -0.2398 -0.0190 0.0227
O 2.153 1.094 -2.989 0.2326 0.0003 0.3654 -0.0467
H -2.243 -2.475 0.558 -0.8833 -0.0185 0.1879 0.0151
H -1.546 -1.923 -0.563 -0.5343 0.3299 -0.7331 0.0062
O -2.465 -2.167 -0.339 1.2151 -0.2439 0.6922 -0.0661
H 2.783 -2.159 0.699 -0.3853 -0.0467 0.0998 0.0171
H 1.715 -2.245 -0.399 0.3782 0.2829 0.5143 -0.0005
O 2.579 -2.617 -0.121 0.2544 -0.2190 -0.4361 -0.0748
H -1.046 -1.655 2.320 0.0503 -0.1147 -0.3333 0.0075
H -1.661 -2.106 3.543 -0.1934 -0.2317 0.1278 0.0313
O -1.787 -2.215 2.592 0.1388 0.3321 0.0820 -0.0610
H 3.600 -0.543 -0.631 -0.1722 0.3644 -0.0768 0.0425
H 3.253 0.333 0.559 0.0819 0.5203 -0.4616 -0.0037
O 3.444 0.392 -0.395 0.2266 -0.8629 0.0642 -0.0622
H -0.193 -3.658 -0.780 -0.1117 -0.1589 -0.0481 -0.0011
H -1.649 -4.096 -0.672 0.1146 0.1486 -0.1339 0.0137
O -0.746 -4.436 -0.637 0.1397 -0.2303 0.0610 -0.0674
H -0.484 -0.021 -3.974 0.0762 0.4219 0.1179 0.0209
H 0.533 1.155 -3.803 -0.8370 -0.4500 0.0615 0.0139
O -0.422 0.952 -3.958 0.4017 -0.1169 -0.3120 -0.0927
H 0.814 -1.473 4.494 -0.5193 0.0942 0.3427 0.0493
H 0.573 -0.613 3.322 -0.7351 0.2963 0.0986 -0.0057
O 0.133 -0.860 4.173 1.0740 -0.3298 -0.0015 -0.0913
H -2.399 0.769 3.466 -0.0604 -0.3512 -0.1050 0.0240
H -3.543 0.005 2.716 0.3698 -0.3002 0.0610 0.0225
O -3.227 0.869 2.985 -0.1856 0.5975 0.0266 -0.0601
H -1.870 2.452 -3.528 0.2967 -0.2436 0.1209 -0.0040
H -1.854 3.167 -2.173 0.0940 -0.3336 -0.2519 0.0105
O -2.386 3.044 -2.970 -0.2514 0.6437 -0.1265 -0.0872
H 2.265 0.632 2.112 0.1772 0.2634 0.5031 0.0073
H 3.758 0.680 2.577 -0.1853 0.1430 0.1138 0.0542
O 3.026 1.242 2.292 -0.0319 -0.5375 -0.0548 -0.0906
H 0.468 -2.305 -3.204 -0.6415 0.0398 -0.0237 0.0664
H 0.081 -1.330 -2.132 -0.4498 -0.0339 0.0377 -0.0043
O -0.325 -1.857 -2.853 1.1212 -0.0060 -0.0610 -0.0631
```
Positions in Å, forces in eV/Å.

Computed properties:
- Charge: -1
- HOMO level: -6.16 eV
- Electronic energy: -45661.8020 eV
- Kohn-Sham gap: 8.498 eV
- Energy above the lowest of the compared OMol25 structures with the same formula, charge and spin: 204.6 kJ/mol
- LUMO: 2.33 eV


[4]
Below is a 3-piece molecular cluster, C6H16N2O overall, with properties calculated with ωB97M-V with the def2-TZVPD basis set.

```
25
Properties=species:S:1:pos:R:3:forces:R:3:lowdin_charge:R:1
C -1.454 0.222 -1.071 0.5515 -0.2074 -1.4760 -0.2095
C -1.219 -0.066 1.686 0.1603 0.5660 -1.8845 -0.1716
C -2.932 0.101 -1.311 0.2138 -0.3884 0.2423 -0.1132
C -0.617 -1.455 1.746 0.0158 0.0690 -0.0837 -0.1651
O -0.829 -0.855 -1.529 -0.8703 0.3393 0.4746 -0.0263
H 0.150 -0.759 -1.392 0.0018 0.2729 -0.1769 0.0362
H -1.219 0.346 0.552 0.0946 -0.6113 2.3679 0.0178
H -2.248 -0.058 2.027 -0.1494 0.1069 0.1981 0.0619
H -0.620 0.670 2.216 -0.0742 0.0729 0.2674 0.0621
H -3.273 -0.930 -1.438 -0.0468 -0.0683 -0.0587 0.0730
H -3.478 0.577 -0.499 -0.0127 0.0711 -0.0038 0.0686
H -3.155 0.662 -2.221 0.0845 0.0478 -0.0373 0.0785
H -0.645 -1.863 2.756 -0.0001 -0.0860 0.0114 0.0626
H 0.426 -1.443 1.425 0.0420 -0.0391 0.0086 0.0416
H -1.148 -2.134 1.079 -0.0170 -0.1025 0.0416 0.0631
C 2.442 0.268 -0.250 0.2767 -0.0373 0.2146 -0.2430
N 1.920 -0.413 -1.434 -0.0290 -0.0732 -0.0522 -0.0076
C 1.703 1.560 0.002 0.0743 -0.1008 -0.4019 -0.2573
N 2.110 2.542 0.673 0.2726 0.6704 0.0449 0.0911
H 2.376 -1.310 -1.565 0.0135 0.1235 -0.0351 0.0943
H 2.092 0.147 -2.264 -0.0175 -0.1144 0.0127 0.0984
H 3.076 2.454 0.995 -0.0946 -0.3308 0.1900 0.0449
H 2.282 -0.391 0.612 0.0060 0.0933 -0.0761 0.1048
H 3.524 0.469 -0.304 -0.1764 -0.0093 0.0267 0.1137
H 0.737 1.660 -0.490 -0.3195 -0.2642 0.1855 0.0812
```
Positions in Å, forces in eV/Å.

Computed properties:
- Charge: 0
- HOMO level: -7.56 eV
- Electronic energy: -11505.7725 eV
- Kohn-Sham gap: 8.221 eV
- Energy above the lowest of the compared OMol25 structures with the same formula, charge and spin: 413.2 kJ/mol
- LUMO: 0.66 eV


Which of these has the lowest charge?
C4H32NO14S


Look up the electronic energy of the fourth one.
-11505.7725 eV